Computed, not measured: a 2-piece molecular cluster, C11H19BrF4NO8P2S overall in a non-equilibrium geometry, with ωB97M-V/def2-TZVPD.

Atoms and positions in Å:
C -0.24746 1.51398 -2.43866
C 0.05166 0.42319 -1.36091
C 1.30843 0.91402 -0.65110
N 2.16317 -0.15334 0.04929
P 1.65240 -0.16247 1.82352
P -0.04326 -1.51029 2.16671
O 0.38132 -2.86967 2.50249
O -1.11654 -1.40242 0.96059
O -0.73374 -0.80942 3.44146
C 2.37712 -1.40667 -0.75068
C 2.23307 -2.77806 -0.07996
F 2.78321 -2.85537 1.11005
F 0.98895 -3.21726 -0.06695
F 2.92406 -3.61700 -0.87855
C 1.61348 -1.45240 -2.09165
Br 2.65890 -0.45915 -3.43764
C 0.15119 -0.98852 -2.00978
C -0.55049 -1.11366 -3.36486
S -0.97504 -2.86987 -3.64152
O -0.30285 -3.34082 -4.82802
O -2.40486 -3.02017 -3.54233
H 0.01148 2.48213 -1.99376
H -1.30644 1.56594 -2.66730
H 0.38473 1.40746 -3.31506
H -0.80598 0.47154 -0.69413
H 1.00480 1.59202 0.14461
H 1.94760 1.48705 -1.31961
H 3.07379 0.30365 0.10240
H 2.70833 -0.90280 2.40406
H -1.93795 -0.98520 1.25883
H -1.51058 -0.28283 3.15949
H 3.41580 -1.40523 -1.07988
H 1.62551 -2.47309 -2.46295
H -0.35555 -1.69093 -1.33891
H 0.06499 -0.84100 -4.21881
H -1.50756 -0.60304 -3.41953
H -0.42536 -3.54903 -2.58164
C -1.26208 3.82265 3.82725
C -2.69787 4.22666 3.59322
O -3.18184 3.15083 2.78849
C -2.45851 2.06330 3.10153
O -2.77147 0.94381 2.81129
O -1.35159 2.38718 3.79290
F -2.79351 5.37743 2.89956
H -0.61253 4.16490 3.02076
H -0.86624 4.16540 4.77891
H -3.30468 4.29659 4.49679

Results
- Total charge: +1
- Maximum force: 3.07 eV Å⁻¹
- HOMO energy: -13.5392 eV
- Energy relative to the best compared isomer or geometry (same formula, charge and spin): 0.0 kcal/mol
- Frontier orbital gap: 9.7 eV
- LUMO level: -3.9 eV